Here is C6H11NO in the gas phase from OMol25. Energies are from wB97M-V/def2-TZVPD.

Positions of all 19 atoms, in Å:
C1 -1.88 -0.78 0.05
C2 -1.76 0.83 -0.11
C3 -0.14 0.99 0.03
C4 1.35 1.34 -0.18
C5 1.36 -1.34 -0.33
C6 -0.29 -1.10 -0.04
H1 -2.61 -1.23 -0.70
H2 -2.12 -1.10 1.10
H3 -2.11 1.16 -1.12
H4 -2.45 1.38 0.67
H5 -0.08 0.80 1.07
H6 1.79 2.17 0.35
H7 1.54 1.59 -1.27
H8 2.07 -0.15 1.28
H9 1.51 -1.46 -1.41
H10 1.90 -2.14 0.22
H11 -0.02 -0.93 1.03
N1 1.96 -0.03 0.22
O1 -0.02 0.01 -0.88

For the LUMO energy, the calculation gives 1.0 eV. The calculation puts the energy relative to the best compared isomer or geometry (same formula, charge and spin) at 871.13 kJ/mol. For the frontier orbital gap, the calculation gives 9.44 eV. As for the SMILES: C1C[C@H]2CNC[C@@H]1O2. The strongest force on any atom comes out at 3.35 eV Å⁻¹. As for the net charge: 0. The calculation puts the calculated total energy at -9929.4258 eV.